Record 1
This record from OMol25 describes a structure of composition C19H38AuIN4OSi2 at a distorted geometry. The level of theory is ωB97M-V/def2-TZVPD.

Each line ends with the natural charge from an NBO analysis.
Cartesian coordinates (Å):
C (2.42286, -3.59629, -0.81899)  -0.726
I (2.34217, 0.31261, -2.56823)  -0.808
H (2.95924, -3.07567, -1.65212)  0.232
H (1.77742, -4.31783, -1.35915)  0.235
H (3.16375, -4.10915, -0.17214)  0.197
C (2.62873, -2.76404, 3.27776)  -0.369
C (3.36439, -1.71831, 2.85094)  -0.128
N (2.86465, -1.33699, 1.60633)  -0.357
C (1.92781, -2.25614, 1.22427)  0.296
N (1.67571, -3.03033, 2.31374)  -0.361
H (2.72983, -3.39022, 4.16133)  0.187
H (4.23141, -1.30410, 3.35604)  0.212
C (-2.79363, -2.02839, -3.05063)  -0.109
C (-0.98726, -0.97012, -2.22668)  0.059
N (-2.10776, -1.65654, -1.91170)  -0.382
H (-2.31433, -1.60756, -5.13167)  0.201
N (-1.01255, -0.89739, -3.58795)  -0.393
H (-3.73861, -2.54177, -2.94486)  0.204
Au (0.48590, -0.26992, -0.90941)  0.690
C (1.55626, -2.80799, -0.03250)  0.296
O (0.30094, -2.99713, -0.21380)  -0.704
C (-2.10747, -1.57434, -4.08017)  -0.096
C (-0.14105, -0.12136, -4.44574)  -0.412
H (0.07236, 0.84707, -3.98462)  0.252
H (-0.63897, 0.03796, -5.40928)  0.174
H (0.79719, -0.66450, -4.60753)  0.231
C (-2.67695, -1.86208, -0.60280)  -0.416
H (-3.59517, -2.43762, -0.78468)  0.177
H (-2.93905, -0.89734, -0.13521)  0.210
H (-1.98544, -2.40689, 0.04800)  0.262
C (0.57546, -3.96210, 2.60237)  -0.734
H (0.93186, -4.66220, 3.38480)  0.160
H (0.26928, -4.54016, 1.72227)  0.224
H (-0.30234, -3.43310, 3.03040)  0.194
C (3.22117, -0.09400, 0.93818)  -0.433
H (3.83847, -0.30405, 0.05609)  0.219
H (3.78828, 0.59165, 1.60827)  0.192
H (2.28011, 0.40787, 0.59447)  0.232
C (1.07715, 3.47309, -0.96020)  -1.153
Si (-0.70442, 2.93887, -0.89129)  1.739
C (-1.75561, 4.36469, -0.22097)  -1.140
C (-1.29792, 2.78069, -2.67350)  -1.130
C (-0.94009, 1.36623, 0.06237)  -1.758
Si (-0.87195, 1.66549, 1.91956)  1.714
C (-2.63167, 1.79679, 2.53017)  -1.153
C (-0.13620, 0.26503, 2.93104)  -1.139
C (0.09521, 3.17130, 2.46270)  -1.138
H (1.10184, 4.54042, -1.20614)  0.199
H (1.61746, 2.92883, -1.74616)  0.267
H (1.63114, 3.32207, -0.03328)  0.230
H (-1.20713, 5.30100, -0.40877)  0.210
H (-2.68484, 4.36658, -0.80532)  0.213
H (-2.03081, 4.31366, 0.84091)  0.222
H (-0.44767, 2.77257, -3.37117)  0.226
H (-1.89661, 1.87359, -2.82225)  0.230
H (-1.93060, 3.64945, -2.91769)  0.207
H (-1.81125, 0.76731, -0.21608)  0.235
H (-2.96257, 0.78838, 2.81987)  0.227
H (-2.60404, 2.44738, 3.41290)  0.209
H (-3.32075, 2.19274, 1.77853)  0.226
H (0.95739, 0.30939, 3.00404)  0.227
H (-0.55854, 0.37278, 3.94348)  0.208
H (-0.41516, -0.71686, 2.53408)  0.241
H (1.15728, 3.13438, 2.20110)  0.234
H (-0.29940, 4.13587, 2.13177)  0.224
H (0.00511, 3.11674, 3.55493)  0.216

## Properties
**Orbital gap (spin up / spin down)**: 1.57 / 4.96 eV
**Total charge**: -2
**E_LUMO (spin up / spin down)**: 4.447 / 4.375 eV
**HOMO energy (spin up / spin down)**: 2.9 / -0.6 eV
**E_tot**: -55872.16026 eV
**Spin multiplicity**: 3
**Relative energy (zero: lowest compared OMol25 entry of this formula, charge and spin)**: 0.0 kJ/mol

***

Record 2
This record from OMol25 describes a structure of composition C37H31F6N3O8PS3Sm at a distorted geometry. The level of theory is ωB97M-V/def2-TZVPD.

Each line ends with the Mulliken charge.
Cartesian coordinates (Å):
Sm (-0.85899, -0.74758, -1.48354)  1.001
O (-4.52629, 0.76434, -1.48625)  -0.745
S (-3.17353, 1.18380, -1.13964)  1.469
O (-2.46741, 0.21991, -0.19417)  -0.643
O (-2.23839, 1.23210, -2.34585)  -0.652
C (-3.48996, 2.77281, -0.21929)  -0.453
C (-4.77450, 3.25563, -0.30941)  -0.656
C (-5.24824, 4.25434, 0.56943)  -0.588
C (-4.35860, 4.82966, 1.51105)  -0.918
C (-3.00589, 4.45502, 1.42064)  0.159
C (-2.53617, 3.51792, 0.53347)  -0.018
P (-0.79053, 3.27059, 0.15554)  0.693
C (-0.17239, 4.96837, 0.43103)  0.406
C (-0.13656, 5.89897, -0.62018)  -0.535
C (0.21346, 7.17614, -0.36450)  -0.377
C (0.45936, 7.63929, 0.93396)  -0.534
C (0.57579, 6.71674, 1.96857)  -1.013
C (0.09734, 5.41030, 1.73326)  -0.157
C (-0.08918, 2.56119, 1.72152)  0.756
C (-0.86717, 2.27105, 2.88609)  -0.130
C (-0.23104, 1.94453, 4.06242)  -0.743
C (1.18524, 1.93230, 4.20995)  -0.693
C (1.93182, 2.10813, 2.99372)  -0.658
C (1.33064, 2.59518, 1.84760)  -0.330
H (-5.45871, 2.88719, -1.08545)  0.444
H (-6.30215, 4.58568, 0.51013)  0.347
H (-4.64316, 5.44655, 2.35649)  0.424
H (-2.28946, 4.91896, 2.08876)  0.436
H (-0.44628, 5.59715, -1.66852)  0.291
H (0.22188, 7.92624, -1.21036)  0.292
H (0.57044, 8.67875, 1.22858)  0.383
H (0.98784, 6.93435, 2.92434)  0.440
H (-0.02642, 4.80057, 2.65238)  0.323
H (-1.94922, 2.30241, 2.90568)  0.420
H (-0.82994, 1.69638, 4.90895)  0.454
H (1.67932, 1.81310, 5.18565)  0.398
H (3.03449, 2.03826, 3.05978)  0.398
H (2.02652, 2.84661, 1.01281)  0.289
F (2.67139, -5.16826, -4.39152)  -0.201
C (2.32785, -3.97633, -3.81600)  0.585
F (2.04312, -3.04687, -4.76738)  -0.147
F (3.41497, -3.56553, -3.04822)  -0.196
S (0.78466, -4.02274, -2.65656)  1.179
O (0.69480, -2.60094, -2.33779)  -0.237
O (0.93543, -4.96708, -1.61579)  -0.664
N (-0.51712, -4.37839, -3.53784)  -0.699
S (-1.66466, -3.32115, -3.83053)  1.093
O (-2.77683, -4.03361, -4.37687)  -0.623
O (-1.92755, -2.43440, -2.65022)  -0.584
C (-1.22174, -1.96182, -5.09428)  0.573
F (-2.34261, -1.39837, -5.62754)  -0.200
F (-0.62891, -0.92110, -4.36010)  -0.121
F (-0.30110, -2.25272, -6.07066)  -0.215
C (2.04749, -5.62131, 2.12715)  -0.986
N (1.94750, -4.37732, 1.39098)  0.140
N (0.82215, -3.56800, 1.22527)  1.226
C (1.18160, -2.31406, 0.71515)  -0.044
O (0.37567, -1.36514, 0.31328)  -0.373
C (2.61501, -2.40244, 0.53360)  -0.593
C (3.01487, -3.68280, 0.91021)  0.240
C (4.32365, -4.28499, 0.61245)  -1.561
C (-0.43044, -4.08023, 1.72394)  -0.100
C (-0.94289, -5.32680, 1.30920)  -0.041
C (-1.88143, -6.02715, 2.09573)  -0.583
C (-2.25341, -5.42277, 3.29442)  -0.667
C (-1.95001, -4.09607, 3.53483)  -0.578
C (-1.02224, -3.42852, 2.76651)  -0.552
H (2.47348, -6.43896, 1.48908)  0.336
H (1.06649, -5.96180, 2.52081)  0.343
H (2.70403, -5.56698, 3.01572)  0.327
H (3.25746, -1.63770, 0.11233)  0.697
H (4.39889, -5.33412, 0.79202)  0.387
H (5.07114, -3.86579, 1.27325)  0.344
H (4.59740, -3.96956, -0.37900)  0.317
H (-0.55783, -5.73921, 0.35836)  0.416
H (-2.15307, -7.06352, 1.86191)  0.409
H (-2.80377, -5.92967, 4.02099)  0.475
H (-2.45149, -3.55600, 4.34572)  0.388
H (-0.66008, -2.43192, 3.03544)  0.505
C (2.89975, 2.34895, -3.05718)  -0.541
C (1.72676, 2.50610, -3.79053)  -0.802
C (0.62484, 1.77350, -3.40822)  -0.353
C (0.73717, 0.91159, -2.33584)  1.022
C (1.96799, 0.59903, -1.72656)  0.161
C (3.04577, 1.46587, -2.00008)  -0.575
H (3.79545, 2.82724, -3.39188)  0.393
H (1.73904, 3.21413, -4.61828)  0.434
H (-0.35749, 1.95555, -3.79772)  0.499
H (2.14654, -0.19176, -0.96800)  -0.586
H (3.98834, 1.42899, -1.40840)  0.355

## Properties
**Orbital gap (spin up / spin down)**: 7.40 / 7.41 eV
**E_LUMO (spin up / spin down)**: 0.100 / 0.132 eV
**HOMO energy (spin up / spin down)**: -7.3 / -7.3 eV
**E_tot**: -135723.31759 eV
**Spin multiplicity**: 6
**Relative energy (zero: lowest compared OMol25 entry of this formula, charge and spin)**: 204.2 kJ/mol

***

> E_tot of number 2 (C37H31F6N3O8PS3Sm)?

-135723.31759 eV